No. 1
63
Properties=species:S:1:pos:R:3:lowdin_charge:R:1 method="wB97M-V/def2-TZVPD" homo_lumo_gap_ev=6.95 de_lowest_kj_mol=153.1 total_charge=+3 homo_ev=-16.057 lumo_ev=-9.10
Zr -0.125 -0.372 0.878 1.866
Cl -6.028 2.758 -1.646 0.776
C -4.725 2.096 -0.755 -0.650
C -4.302 2.701 0.436 -0.028
C -3.287 2.146 1.184 0.029
C -2.628 0.993 0.763 -0.289
O -1.713 0.412 1.560 -0.212
C -3.027 0.389 -0.467 -0.134
C -2.531 -0.891 -0.879 -0.004
N -1.363 -1.382 -0.550 -0.070
C -1.167 -2.800 -0.610 -0.205
C -1.612 -3.641 -1.597 0.018
C -1.551 -5.036 -1.423 -0.016
C -1.104 -5.577 -0.249 0.021
C -0.630 -4.738 0.786 -0.124
C -0.220 -5.208 2.054 0.065
C 0.196 -4.320 3.015 0.005
C 0.261 -2.961 2.707 -0.064
N -0.111 -2.474 1.524 -0.060
C -0.600 -3.343 0.575 -0.156
C -4.105 0.946 -1.183 -0.028
H -4.804 3.598 0.775 0.131
H -2.997 2.576 2.135 0.140
H -3.232 -1.517 -1.432 0.158
H -2.032 -3.237 -2.511 0.132
H -1.906 -5.678 -2.218 0.131
H -1.121 -6.648 -0.095 0.139
H -0.252 -6.271 2.259 0.145
H 0.482 -4.657 4.001 0.132
H 0.639 -2.244 3.427 0.129
H -4.440 0.466 -2.094 0.130
O 0.851 1.847 3.709 0.195
C 0.860 1.398 2.606 -0.539
O 1.122 0.128 2.278 -0.228
C 0.575 2.279 1.382 -0.180
C 0.484 3.662 1.501 0.051
C 0.265 4.407 0.367 0.072
C 0.124 3.772 -0.883 -0.125
C -0.086 4.478 -2.091 0.015
C -0.249 3.801 -3.266 -0.022
C -0.211 2.391 -3.295 -0.024
C 0.009 1.676 -2.150 -0.029
C 0.188 2.353 -0.924 -0.196
N 0.432 1.633 0.215 -0.014
H 0.579 4.105 2.483 0.143
H 0.195 5.487 0.428 0.145
H -0.113 5.560 -2.073 0.136
H -0.411 4.340 -4.189 0.129
H -0.358 1.881 -4.238 0.126
H 0.052 0.591 -2.154 0.096
N 5.845 0.521 0.203 0.214
C 4.757 -0.415 -0.240 -0.118
C 3.373 0.061 0.231 -0.234
N 2.295 -0.859 -0.175 -0.013
H 6.741 0.261 -0.217 0.188
H 5.971 0.498 1.218 0.185
H 5.658 1.490 -0.067 0.182
H 4.992 -1.397 0.169 0.144
H 4.792 -0.476 -1.327 0.144
H 3.160 1.046 -0.189 0.123
H 3.349 0.132 1.318 0.119
H 2.504 -1.786 0.190 0.101
H 2.285 -0.948 -1.187 0.105


No. 2
79
Properties=species:S:1:pos:R:3:lowdin_charge:R:1 method="wB97M-V/def2-TZVPD" s_squared=0.759 homo_lumo_gap_ev="6.63 / 6.97" de_lowest_kj_mol=156.1 total_charge=0 homo_ev="-7.529 / -8.064" lumo_ev="-0.90 / -1.10" multiplicity=2
Ta -1.273 -0.282 0.669 0.718
S -4.778 0.147 -1.266 -0.231
Sb -4.195 -1.395 0.257 0.376
S -3.169 -0.003 2.028 -0.055
S -1.693 -2.251 -0.650 0.321
N 0.691 -1.236 4.645 0.200
C 0.369 -0.954 3.377 -0.535
O -0.548 -1.547 2.801 -0.110
C 1.168 0.096 2.651 -0.195
C 0.957 -0.128 1.157 -0.300
H 0.128 -1.894 5.158 0.124
H 1.378 -0.701 5.145 0.116
H 2.218 0.052 2.956 0.118
H 0.771 1.073 2.954 0.116
H 1.440 -1.071 0.871 0.057
H 1.471 0.642 0.592 0.002
F 1.010 5.740 -1.235 0.100
C 1.218 5.106 -2.400 -0.229
C 0.718 3.825 -2.564 -0.136
C 0.979 3.186 -3.762 -0.228
F 0.554 1.935 -3.947 0.075
C 1.713 3.795 -4.766 -0.135
F 1.974 3.155 -5.904 0.131
C 2.206 5.074 -4.569 -0.128
F 2.939 5.653 -5.509 0.143
C 1.949 5.745 -3.382 -0.135
F 2.428 6.972 -3.192 0.131
Ge -0.034 2.918 -0.976 0.759
S -0.936 0.967 -1.376 0.242
C 1.544 3.224 0.249 -0.114
C 2.749 2.713 -0.213 -0.244
F 2.752 2.072 -1.395 0.092
C 3.931 2.788 0.494 -0.139
F 5.060 2.276 0.011 0.134
C 3.920 3.388 1.743 -0.132
F 5.031 3.435 2.467 0.143
C 2.745 3.923 2.237 -0.139
F 2.729 4.487 3.444 0.130
C 1.582 3.852 1.485 -0.214
F 0.497 4.429 2.003 0.113
C -1.500 4.005 -0.217 -0.140
C -2.168 5.044 -0.833 -0.204
F -1.795 5.438 -2.055 0.108
C -3.222 5.687 -0.205 -0.130
F -3.858 6.695 -0.797 0.132
C -3.617 5.279 1.060 -0.122
F -4.609 5.911 1.673 0.143
C -2.978 4.223 1.694 -0.137
F -3.353 3.849 2.913 0.130
C -1.945 3.606 1.025 -0.250
F -1.268 2.591 1.618 -0.014
C 0.026 -3.001 -3.184 -0.208
Si 0.005 -4.342 -1.857 0.443
C 1.773 -4.956 -1.603 -0.174
C -1.128 -5.735 -2.432 -0.179
C -0.543 -3.616 -0.156 -0.704
Si -1.137 -4.741 1.281 0.470
C 0.372 -4.815 2.420 -0.166
C -1.551 -6.499 0.726 -0.186
C -2.670 -4.118 2.188 -0.206
H 0.558 -3.350 -4.071 0.036
H 0.519 -2.090 -2.835 0.027
H -0.983 -2.723 -3.491 0.024
H 2.108 -5.491 -2.494 0.033
H 1.858 -5.640 -0.755 0.022
H 2.461 -4.125 -1.440 0.033
H -1.021 -5.868 -3.511 0.034
H -2.180 -5.526 -2.231 0.034
H -0.873 -6.685 -1.961 0.018
H 0.332 -3.082 0.225 0.004
H 1.251 -5.171 1.877 0.029
H 0.204 -5.494 3.260 0.034
H 0.602 -3.832 2.826 0.005
H -0.686 -6.999 0.285 0.026
H -2.367 -6.524 0.004 0.027
H -1.859 -7.085 1.595 0.035
H -2.591 -3.068 2.472 -0.022
H -2.794 -4.689 3.112 0.038
H -3.568 -4.267 1.586 0.010


No. 3
66
Properties=species:S:1:pos:R:3:lowdin_charge:R:1 method="wB97M-V/def2-TZVPD" homo_lumo_gap_ev=5.65 total_charge=+1 homo_ev=-11.298 lumo_ev=-5.65
O 1.466 0.537 1.624 0.053
C 1.383 -0.432 2.381 -0.489
N 0.194 -0.931 2.861 0.069
C -1.056 -0.261 2.498 -0.125
C -1.549 -0.809 1.153 -0.324
C -2.145 -2.233 1.238 -0.112
C -3.471 -2.162 0.468 -0.147
C -3.853 -0.674 0.521 -0.190
N -2.569 -0.002 0.521 0.004
N 2.465 -1.181 2.836 0.131
C 3.787 -0.947 2.468 -0.192
C 4.694 -2.020 2.431 0.063
C 5.996 -1.810 1.994 -0.100
C 6.940 -2.980 1.864 -0.508
F 8.204 -2.659 2.281 0.127
F 6.535 -4.063 2.592 0.120
F 7.047 -3.386 0.556 0.122
C 6.444 -0.540 1.635 0.058
C 5.550 0.527 1.723 -0.093
C 6.044 1.907 1.371 -0.509
F 5.108 2.878 1.587 0.117
F 7.149 2.248 2.107 0.129
F 6.403 1.987 0.049 0.118
C 4.230 0.339 2.119 0.066
H 0.238 -1.380 3.770 0.146
H -1.795 -0.497 3.279 0.134
H -0.903 0.830 2.448 0.128
H -0.686 -0.792 0.463 0.124
H -1.437 -2.957 0.828 0.117
H -2.331 -2.483 2.289 0.115
H -3.295 -2.445 -0.576 0.095
H -4.243 -2.810 0.888 0.118
H -4.453 -0.351 -0.333 0.088
H -4.439 -0.477 1.440 0.129
H -2.576 0.984 0.748 0.134
H 2.230 -2.089 3.226 0.152
H 4.361 -3.016 2.712 0.130
H 7.466 -0.386 1.304 0.145
H 3.547 1.180 2.133 0.119
F -6.625 4.117 -2.515 0.131
C -6.693 2.998 -3.303 -0.510
F -7.833 2.334 -2.952 0.131
F -6.866 3.432 -4.594 0.136
C -5.464 2.151 -3.158 -0.083
C -5.582 0.766 -3.053 0.024
C -4.448 0.018 -2.797 0.005
C -3.172 0.640 -2.612 -0.183
C -2.087 -0.157 -2.158 0.102
C -0.756 0.290 -1.915 -0.225
C 0.316 -0.620 -2.163 -0.001
C 1.635 -0.237 -1.979 -0.041
C 1.932 1.036 -1.471 -0.021
C 0.891 1.911 -1.132 -0.044
C -0.434 1.568 -1.374 -0.022
C -3.082 2.033 -2.907 0.029
C -4.221 2.780 -3.144 0.028
H -6.553 0.286 -3.155 0.138
H -4.527 -1.069 -2.706 0.132
H -2.212 -1.236 -2.285 0.136
H 0.063 -1.621 -2.522 0.127
H 2.442 -0.929 -2.235 0.122
H 2.970 1.337 -1.320 0.124
H 1.124 2.881 -0.688 0.126
H -1.234 2.267 -1.116 0.115
H -2.110 2.524 -2.925 0.117
H -4.151 3.853 -3.319 0.142


No. 4
63
Properties=species:S:1:pos:R:3:lowdin_charge:R:1 method="wB97M-V/def2-TZVPD" s_squared=0.758 homo_lumo_gap_ev="7.29 / 7.19" de_lowest_kj_mol=33.0 total_charge=-1 homo_ev="-4.857 / -4.757" lumo_ev="2.43 / 2.43" multiplicity=2
Ir 2.372 -1.146 1.283 1.522
O 2.092 1.604 4.290 0.059
C 2.220 0.661 3.530 -0.597
O 1.851 0.611 2.291 -0.150
C 2.863 -0.620 4.054 -0.167
C 3.324 -0.858 5.335 0.019
C 3.903 -2.096 5.602 -0.043
C 4.018 -3.057 4.602 0.013
C 3.533 -2.756 3.343 -0.158
N 2.979 -1.571 3.140 -0.044
C 3.613 -3.623 2.092 -0.585
O 4.076 -4.746 2.184 0.051
O 3.188 -3.050 1.017 -0.152
H 3.226 -0.086 6.085 0.119
H 4.274 -2.311 6.596 0.103
H 4.472 -4.022 4.775 0.119
O 2.893 -0.288 -0.164 -0.541
C -0.127 -2.934 4.128 -0.053
C 0.010 -1.811 3.102 -0.570
C -1.348 -1.415 2.526 -0.055
O 0.856 -2.226 2.072 -0.368
H -0.817 -2.658 4.930 0.071
H 0.843 -3.173 4.572 0.061
H -0.501 -3.835 3.635 0.078
H 0.388 -0.923 3.627 0.108
H -1.765 -2.255 1.964 0.074
H -1.222 -0.566 1.854 0.063
H -2.053 -1.131 3.313 0.073
O -0.705 1.469 -0.222 -0.298
P -1.127 1.493 -1.637 0.752
C -2.390 2.736 -2.036 -0.261
C -3.739 2.446 -1.841 -0.079
C -4.703 3.425 -2.034 -0.085
C -4.325 4.704 -2.419 -0.094
C -2.982 5.004 -2.603 -0.084
C -2.019 4.024 -2.411 -0.075
C 0.240 1.813 -2.770 -0.270
C 0.067 2.073 -4.129 -0.096
C 1.172 2.244 -4.945 -0.095
C 2.452 2.147 -4.408 -0.091
C 2.625 1.883 -3.058 -0.065
C 1.520 1.718 -2.233 -0.057
C -1.818 -0.102 -2.153 -0.262
C -2.594 -0.291 -3.295 -0.096
C -3.022 -1.563 -3.641 -0.093
C -2.670 -2.652 -2.850 -0.091
C -1.892 -2.468 -1.718 -0.064
C -1.465 -1.195 -1.367 -0.050
H -4.036 1.451 -1.534 0.111
H -5.749 3.190 -1.881 0.100
H -5.076 5.468 -2.570 0.098
H -2.684 6.003 -2.894 0.100
H -0.972 4.262 -2.552 0.111
H -0.930 2.150 -4.550 0.102
H 1.038 2.447 -6.001 0.096
H 3.315 2.273 -5.050 0.097
H 3.617 1.790 -2.636 0.108
H 1.654 1.487 -1.183 0.084
H -2.874 0.555 -3.912 0.101
H -3.628 -1.708 -4.526 0.097
H -3.003 -3.646 -3.124 0.098
H -1.608 -3.314 -1.104 0.109
H -0.849 -1.035 -0.490 0.094


Largest force on an atom, respectively: 1.62; 1.65; 2.01; 0.77 eV Å⁻¹.